[1]
Density functional theory data (ωB97M-V with the def2-TZVPD basis set) for a structure of composition C24H66AsF6N6O6.

Each line ends with the Mulliken charge.
Geometry (Å):
As -0.231 -0.205 0.642  2.11
F -1.478 -0.848 1.739  -0.54
F 1.139 0.365 -0.403  -0.33
F -1.033 -1.068 -0.742  -0.44
F 0.695 -1.717 1.058  -0.57
F -1.110 1.344 0.317  -0.50
F 0.496 0.499 2.044  -0.54
O 3.219 -0.510 -6.087  -0.29
O -0.967 2.529 6.632  -0.35
O 2.948 2.328 0.811  -0.42
O -0.928 2.214 -3.418  -0.49
O 3.886 -4.391 5.011  -0.32
O -6.452 -1.943 -1.508  -0.39
N -0.595 0.023 -5.333  -0.45
N -3.511 -2.443 0.659  -0.76
N 3.585 -2.364 1.815  -0.77
N 2.186 -0.074 -3.333  -0.21
N 1.666 2.416 -1.829  -0.56
N -0.519 3.427 3.095  -0.40
C -1.153 0.835 -3.065  1.71
C -5.066 -2.131 -1.270  -0.27
C 3.032 -1.242 -3.711  0.25
C 1.784 3.602 -0.903  0.40
C -0.400 2.349 5.322  -0.66
C 2.477 -2.398 -2.800  -1.47
C 3.233 2.150 2.201  -0.33
C 3.008 -0.612 -7.474  -0.76
C 0.523 4.371 -1.192  -1.58
C 2.986 -1.606 3.898  -1.24
C -0.251 1.932 7.670  -0.85
C -2.623 2.909 4.184  -1.33
C -4.812 -0.373 0.564  -1.17
C -1.106 3.323 4.400  0.23
C -1.699 -1.544 -3.766  -0.56
C -6.720 -1.838 -2.926  -0.70
C 3.338 -5.561 5.601  -0.77
C 3.547 -4.099 3.611  -0.82
C -2.097 3.056 -3.421  -0.80
C -4.738 -1.804 0.189  0.58
C 1.845 3.154 0.579  -0.55
C -1.562 -0.063 -4.215  0.43
C 2.823 -1.606 -5.246  -0.84
C 3.909 -2.647 3.231  0.39
H 0.728 2.505 -2.194  0.03
H 2.432 1.552 2.636  -0.07
H 3.256 -1.572 4.954  0.37
H -3.103 2.732 5.147  0.39
H -0.616 1.310 5.074  0.26
H 1.606 1.687 -1.132  0.50
H 3.475 -6.478 5.029  0.31
H 3.498 -2.421 -5.505  0.51
H -4.079 0.200 -0.004  0.02
H 4.926 -2.337 3.472  0.40
H -2.723 1.958 3.660  0.26
H -7.786 -1.665 -3.076  0.27
H -2.913 2.611 -3.992  0.32
H 2.513 -4.327 3.354  0.32
H 0.348 5.249 -0.569  0.45
H 1.544 -0.212 -4.100  0.16
H -0.733 2.367 8.546  0.30
H -5.514 -2.267 0.798  0.26
H -2.536 0.238 -4.602  0.36
H -1.910 -2.214 -4.599  0.48
H 0.683 2.410 5.430  0.55
H 1.685 -0.534 -2.587  -0.31
H -1.854 0.786 -2.232  0.50
H 4.095 -1.044 -3.578  0.36
H -0.346 1.001 -5.371  0.21
H 3.687 -1.370 1.670  0.31
H -1.101 4.272 4.937  0.28
H 3.175 -0.622 3.469  0.19
H -3.079 3.742 3.649  0.38
H -4.586 -0.212 1.618  0.39
H -5.766 0.095 0.323  0.40
H 0.478 4.778 -2.202  0.36
H -1.123 3.930 2.460  0.26
H -2.553 -1.638 -3.095  -0.39
H 4.062 -4.782 2.935  0.45
H -0.441 2.482 2.748  0.02
H 0.917 2.702 0.931  -0.12
H 2.630 4.213 -1.217  0.32
H -6.124 -1.095 -3.455  0.26
H 3.333 3.084 2.755  0.36
H -0.180 0.489 -2.716  -1.78
H -2.380 3.240 -2.385  0.28
H 1.959 -0.871 -7.619  0.28
H -6.538 -2.836 -3.325  0.31
H -0.073 0.857 7.632  0.31
H -2.770 -2.067 0.085  0.11
H -4.702 -3.125 -1.531  0.48
H 2.003 4.124 1.049  0.71
H 3.749 -5.724 6.597  0.25
H 1.485 -2.721 -3.117  0.30
H -0.378 3.789 -0.999  0.23
H 4.125 1.525 2.200  0.25
H -1.074 -0.227 -6.186  0.30
H -0.876 -1.965 -3.188  -0.13
H -3.378 -2.135 1.612  0.32
H 3.202 -3.205 -2.900  0.45
H 2.253 -5.516 5.696  0.32
H 1.810 -1.934 -5.477  0.29
H 3.207 0.361 -7.922  0.26
H 2.581 -2.461 1.780  0.28
H -4.499 -1.456 -1.911  -0.24
H 1.924 -1.798 3.748  0.38
H -1.701 3.985 -3.830  0.25
H 3.533 -1.381 -8.041  0.30
H 2.499 -2.119 -1.746  0.42
H 0.764 2.314 7.777  0.34

Calculated values
Total charge   -1
HOMO-LUMO gap   7.79 eV
Electronic energy   -4568.9697 Ha
Multiplicity   1
Energy above the lowest of the compared OMol25 structures with the same formula, charge and spin   67.2 kcal per mole
HOMO energy   -0.198 Eh

[2]
Density functional theory data (ωB97M-V with the def2-TZVPD basis set) for a structure of composition C24H66F3NaO12S10.

Each line ends with the Mulliken charge.
Geometry (Å):
S 6.185 2.396 -3.500  0.50
S -2.690 3.702 -6.377  0.50
S 1.611 -1.589 -8.534  0.51
S -4.731 2.539 6.075  0.50
S -0.737 -2.840 8.699  0.51
S -5.350 -3.826 -5.141  0.49
S 0.800 7.398 -0.305  0.45
S 1.827 4.425 5.446  0.51
S -4.278 -5.749 2.358  0.59
S 8.875 -3.140 -0.893  0.48
Na 1.802 -6.951 -4.250  0.96
F 2.174 -3.696 1.662  -0.29
F 0.671 -2.383 2.435  -0.27
F 1.995 -1.748 0.935  -0.25
O 5.771 2.883 -4.902  -0.62
O -3.413 2.199 6.782  -0.60
O 9.272 -2.117 -1.960  -0.58
O -5.068 -6.204 3.597  -0.65
O -0.992 -2.561 0.225  -0.22
O 0.666 -3.443 -1.183  -0.90
O -1.248 -3.160 10.089  -0.63
O 3.329 4.688 5.677  -0.63
O -5.466 -4.440 -6.497  -0.63
O 2.363 -2.824 -9.047  -0.64
O -3.231 2.836 -7.507  -0.62
O 1.520 6.059 -0.420  -0.60
C 1.292 -2.785 1.301  0.69
C -2.452 5.434 -7.076  -0.94
C 1.085 -2.055 -6.804  -0.89
C -2.292 -0.499 0.247  -1.23
C -4.729 -2.139 -5.367  -0.83
C -4.440 4.169 5.346  -0.88
C 2.008 8.560 0.518  -0.94
C 1.193 3.838 7.077  -0.93
C -0.942 -1.179 -0.023  -0.07
C -5.932 3.090 7.304  -0.96
C -3.862 -7.341 1.501  -0.92
C -3.879 -4.643 -4.374  -0.83
C 1.491 2.875 4.497  -0.93
C 8.479 -2.242 0.738  -0.88
C 0.011 -1.471 -9.383  -0.89
C -0.891 3.354 -6.126  -0.82
C -1.248 -4.239 7.563  -0.88
C -0.372 7.160 1.119  -0.85
C -5.459 -5.061 1.102  -0.94
C 6.349 3.926 -2.491  -0.87
C 4.644 1.700 -2.687  -0.95
C 1.072 -3.316 8.892  -0.85
C 0.310 -3.269 0.158  0.06
C 7.142 -3.800 -1.178  -0.91
H 7.896 -2.918 1.363  0.34
H -5.910 -4.089 1.299  0.32
H -4.833 -1.543 -4.460  0.36
H 6.365 -3.037 -1.131  0.30
H -3.249 -4.875 -5.232  0.31
H -3.895 4.931 5.902  0.31
H 5.473 4.575 -2.515  0.30
H 4.256 0.758 -3.074  0.33
H 2.160 9.443 -0.102  0.36
H 1.238 -4.061 9.670  0.29
H -2.538 -0.682 1.293  0.29
H -3.021 -1.092 -0.307  0.27
H 1.845 4.278 7.831  0.35
H 1.615 -2.407 9.152  0.31
H 9.394 -1.887 1.211  0.30
H 0.396 -0.858 -10.197  0.28
H 4.588 1.814 -1.605  0.36
H -0.291 4.237 -5.907  0.33
H -5.434 4.512 5.059  0.36
H 0.016 -4.236 0.567  0.11
H -0.416 -2.397 -9.768  0.34
H 1.227 2.754 7.190  0.27
H 1.451 -3.670 7.933  0.31
H -0.905 -3.950 6.570  0.31
H -5.001 -5.059 0.113  0.27
H -2.342 0.575 0.070  0.35
H -0.788 6.153 1.126  0.33
H 7.776 -1.414 0.649  0.31
H 0.165 4.077 7.351  0.34
H -1.961 6.137 -6.403  0.35
H -4.766 -7.933 1.351  0.33
H -1.845 5.351 -7.977  0.32
H 1.991 -2.544 -6.443  0.29
H -6.861 3.518 6.928  0.35
H 1.693 3.043 3.440  0.32
H -2.332 -4.287 7.455  0.33
H -0.282 -0.749 0.731  0.23
H -3.860 3.880 4.470  0.28
H -3.166 -7.860 2.159  0.28
H -6.292 -5.698 0.804  0.39
H -0.869 -5.204 7.900  0.30
H -5.310 -1.568 -6.091  0.34
H 6.399 3.473 -1.501  0.30
H 2.861 8.123 1.039  0.34
H -0.576 -0.941 -1.021  0.27
H -0.933 2.720 -5.240  0.29
H -5.417 3.822 7.927  0.31
H 2.008 2.017 4.926  0.36
H -3.465 -7.222 0.493  0.33
H -3.989 -5.546 -3.773  0.32
H 7.082 -4.110 -2.221  0.31
H -3.310 -3.899 -3.816  0.26
H -0.829 -0.977 -8.894  0.35
H 7.205 4.593 -2.587  0.33
H -3.435 5.835 -7.324  0.32
H -6.208 2.315 8.020  0.33
H 0.794 -1.272 -6.104  0.37
H -0.488 2.809 -6.979  0.28
H 6.980 -4.664 -0.533  0.34
H 3.912 2.458 -2.965  0.32
H -1.074 7.952 1.380  0.36
H 0.363 7.162 1.924  0.23
H -3.666 -2.142 -5.606  0.22
H 0.470 2.561 4.716  0.34
H 0.250 -2.755 -6.803  0.27
H 1.454 9.147 1.250  0.32

Calculated values
HOMO-LUMO gap   3.30 eV
Electronic energy   -6300.0560 Ha
Multiplicity   1
Energy above the lowest of the compared OMol25 structures with the same formula, charge and spin   0.9 kcal per mole
HOMO energy   -0.247 Eh

[3]
Density functional theory data (ωB97M-V with the def2-TZVPD basis set) for a cluster of 12 separate species, C24H66N2O10 in total.

Each line ends with the Mulliken charge.
Geometry (Å):
O 0.850 0.318 0.954  0.38
O -1.558 4.583 0.988  -0.65
O -1.830 -2.695 5.086  -0.61
O -0.846 -4.890 0.048  -0.50
O 0.224 2.948 1.833  -0.44
O -3.538 -0.147 -4.445  -0.55
O 3.164 -0.304 2.507  -0.31
O 3.967 -4.710 0.681  -0.59
O 3.983 1.029 -3.887  -0.60
O 0.254 4.662 -5.006  -0.55
N -4.349 -0.339 0.288  -0.43
N -3.774 3.367 5.011  -0.45
C -2.059 0.838 -2.780  0.24
C -4.490 -1.477 0.111  0.46
C 4.433 0.153 0.544  0.12
C -3.444 3.124 0.645  -0.54
C 0.451 3.826 -2.717  -0.04
C 0.442 -2.201 4.188  -0.41
C 3.452 0.251 -2.861  -0.06
C -4.879 -2.947 -0.187  -0.75
C 0.071 -4.045 -2.024  -0.82
C 2.145 -0.392 -3.368  -0.35
C -2.807 1.022 -4.029  -0.55
C -2.198 1.340 4.271  0.01
C 4.513 -0.041 2.001  -1.16
C 2.169 -4.397 2.054  -0.79
C 1.533 3.400 1.887  -0.78
C 2.113 3.729 0.513  0.01
C -0.140 3.628 -4.107  -0.24
C -1.061 -2.407 3.947  0.27
C -2.372 3.967 0.026  -0.24
C -1.186 -4.303 -1.268  0.87
C 2.728 -4.171 0.649  1.02
C 0.112 -0.683 0.421  1.20
C -1.319 -0.150 0.411  0.10
C -3.054 2.492 4.738  0.17
H -1.136 0.148 -2.961  0.07
H -0.205 -3.797 -2.996  0.52
H 2.988 4.546 0.472  0.36
H 0.012 1.985 1.568  0.29
H -2.258 0.845 3.543  -0.29
H 3.808 1.051 0.270  -0.20
H 2.048 -4.576 -0.309  -0.17
H 0.786 -3.080 4.785  0.34
H 0.075 2.981 -1.852  -0.41
H 4.256 -0.337 -2.612  0.54
H -1.220 3.678 -4.080  0.22
H -5.075 -3.516 0.742  0.30
H -1.853 -3.473 -1.001  -0.78
H -3.912 3.754 1.439  0.33
H 1.175 4.252 -0.099  -0.01
H 0.319 -1.606 0.955  -0.02
H -2.585 0.261 -2.100  0.34
H -2.202 1.549 -4.880  0.22
H -0.837 3.946 1.154  0.31
H -0.047 4.712 -2.206  0.38
H 0.541 -5.124 -2.172  0.32
H -4.123 2.954 -0.175  0.36
H 4.916 1.303 -3.619  0.35
H -0.039 4.621 -5.915  0.29
H -1.977 -4.858 -1.825  0.34
H -1.432 3.531 -0.729  -0.05
H 2.420 -1.089 -4.185  0.43
H 1.493 4.322 2.530  0.38
H -2.770 -2.464 5.039  0.36
H -1.248 1.641 4.030  0.36
H -1.805 -1.634 3.290  -0.19
H -2.841 4.654 -0.615  0.51
H -5.859 -2.847 -0.700  0.33
H 4.831 -4.176 0.193  0.37
H 4.099 -0.925 0.144  -0.11
H 0.525 -1.240 4.640  0.38
H 1.042 -2.050 3.306  -0.33
H 1.759 -1.047 -2.548  -0.17
H 2.244 2.859 2.419  0.56
H 5.148 -0.833 2.318  0.46
H -1.760 -0.007 1.256  -0.22
H 2.991 0.686 -2.033  -0.17
H 0.773 -3.245 -1.579  -0.23
H 4.811 0.673 2.465  0.75
H 2.901 -3.014 0.171  -0.53
H 1.009 -4.280 1.975  0.02
H 2.420 -3.839 2.880  0.39
H 0.512 -1.068 -0.552  -0.73
H -1.276 -3.215 3.221  0.21
H 1.501 0.461 -3.770  -0.02
H -1.710 1.720 -2.429  -0.17
H 2.365 2.680 0.223  -0.37
H 1.606 0.014 1.428  -0.16
H -2.134 0.689 5.186  0.25
H -3.943 -0.137 -5.345  0.31
H -3.016 2.135 0.915  -0.25
H -4.057 -3.415 -0.886  0.15
H -1.652 -4.657 0.522  0.31
H -1.788 -0.775 -0.317  0.04
H 5.598 0.357 0.183  0.35
H -3.761 1.757 -4.003  0.20
H 2.209 -5.562 2.354  0.28
H -1.141 0.802 -0.253  -0.53
H 3.157 -0.494 3.296  0.08
H 1.605 3.882 -2.826  0.32
H -0.021 2.516 -4.437  0.03

Calculated values
HOMO-LUMO gap   9.09 eV
Electronic energy   -1815.3066 Ha
Multiplicity   1
Energy above the lowest of the compared OMol25 structures with the same formula, charge and spin   367.4 kcal per mole
SMILES   CC#N.CC#N.CCO.CCO.CCO.CCO.CCO.CCO.CCO.CCO.CCO.CCO
HOMO energy   -0.332 Eh

[4]
Density functional theory data (ωB97M-V with the def2-TZVPD basis set) for a cluster of 6 separate species, C24H66N6O6 in total.

Each line ends with the Mulliken charge.
Geometry (Å):
O -2.425 -16.216 8.095  -0.24
O -4.615 -14.748 15.551  -0.17
O -7.443 -17.524 17.974  -0.30
O -5.727 -8.670 19.008  0.06
O -1.641 -20.076 17.057  -0.25
O 1.541 -9.192 14.872  -0.15
N -1.327 -16.979 18.971  -1.15
N 1.242 -10.523 18.299  -0.73
N -9.651 -17.376 19.557  -0.54
N -3.131 -8.819 19.709  -0.78
N -4.533 -13.584 19.036  -0.94
N -3.273 -15.487 10.803  -0.66
C 1.041 -10.440 16.847  0.61
C -7.343 -16.716 19.167  -0.16
C -4.769 -13.469 17.587  0.53
C -1.925 -15.839 6.869  -0.80
C -3.979 -14.589 16.841  -0.53
C -1.561 -17.691 17.695  2.69
C -0.298 -17.499 16.889  -2.11
C -6.476 -17.188 16.930  -0.94
C -8.680 -16.368 19.729  0.48
C -4.389 -12.074 17.032  -1.21
C -0.419 -10.767 16.634  -1.20
C -2.364 -7.732 17.583  -1.17
C -3.518 -7.860 18.657  0.32
C -5.502 -14.977 10.029  -1.43
C 1.844 -7.946 14.252  -0.92
C -1.684 -19.155 18.111  -1.21
C -3.638 -15.411 8.365  -1.06
C -7.171 -8.609 18.790  -1.19
C -3.986 -15.795 14.718  -0.89
C -8.683 -15.905 21.265  -1.53
C -2.851 -20.541 16.507  -0.73
C -4.835 -8.319 17.904  -0.39
C -4.269 -15.802 9.700  0.59
C 1.408 -9.084 16.255  -0.75
H -3.321 -14.368 8.376  0.39
H -5.044 -12.880 19.548  0.32
H -2.944 -14.310 16.643  0.74
H -2.036 -8.664 17.122  0.01
H -5.415 -17.311 17.146  0.27
H -6.717 -15.832 19.049  0.02
H -6.644 -17.851 16.082  0.35
H -2.906 -15.680 14.809  0.21
H -8.468 -16.729 21.945  0.39
H -5.336 -13.910 10.181  0.36
H -9.180 -15.541 19.224  0.01
H -3.853 -8.944 20.405  0.32
H -2.535 -21.467 16.027  0.29
H -7.260 -7.523 18.812  0.36
H 0.541 -17.672 17.563  0.32
H -5.239 -7.506 17.300  0.41
H 1.469 -9.559 18.498  0.28
H -7.709 -9.080 17.967  0.31
H -2.662 -6.951 16.884  0.43
H 1.357 -7.076 14.693  0.32
H -0.403 -16.446 16.627  0.63
H -2.903 -9.661 19.200  0.24
H -4.475 -16.873 9.677  0.25
H -0.790 -10.388 15.682  0.38
H -4.196 -16.844 14.927  -0.01
H -2.380 -15.515 10.333  0.27
H -1.069 -10.493 17.465  -0.49
H -1.435 -7.429 18.065  0.35
H 2.320 -8.648 16.662  0.43
H -7.930 -15.146 21.476  0.39
H -0.903 -19.304 18.857  0.41
H -4.375 -12.221 15.952  0.35
H -4.704 -9.189 17.261  -0.06
H 2.910 -7.750 14.369  0.32
H -4.426 -15.386 13.809  0.35
H -10.440 -17.417 20.186  0.21
H 0.700 -8.360 16.659  0.06
H -2.703 -15.726 6.114  0.30
H -5.799 -13.673 17.294  0.16
H -5.955 -15.261 10.979  0.33
H 1.647 -11.284 16.518  0.16
H -4.352 -15.481 7.543  0.44
H -3.114 -19.803 15.750  0.18
H -3.683 -20.743 17.182  0.28
H -2.458 -17.338 17.185  -0.84
H -7.629 -9.072 19.664  0.28
H -2.652 -19.264 18.602  0.35
H -3.658 -6.863 19.073  0.27
H -3.967 -15.494 17.448  0.05
H 1.547 -7.831 13.210  0.31
H -6.758 -17.287 19.888  0.28
H -3.603 -13.313 19.323  0.49
H -9.212 -18.280 19.460  0.19
H -3.363 -16.251 11.457  0.20
H -3.353 -11.868 17.302  0.08
H -5.010 -11.254 17.392  0.19
H -9.606 -15.412 21.568  0.38
H -6.243 -15.155 9.250  0.44
H -0.134 -18.081 15.982  0.28
H -1.412 -14.881 6.953  0.31
H -1.032 -16.057 18.684  0.39
H -1.236 -16.643 6.609  0.25
H -0.469 -11.855 16.679  0.79
H -0.583 -17.279 19.585  0.39
H -6.691 -16.227 16.462  0.34
H 0.446 -10.867 18.816  0.42

Calculated values
Total charge   -1
HOMO-LUMO gap (spin up / spin down)   1.59 / 9.04 eV
Electronic energy   -1733.6952 Ha
Multiplicity   2
Energy above the lowest of the compared OMol25 structures with the same formula, charge and spin   45.8 kcal per mole
HOMO energy (spin up / spin down)   0.031 / -0.244 Eh

> What is the formula in the third record?

C24H66N2O10

> electronic energy of number 4 (C24H66N6O6)?

-1733.6952 Ha